Formula: C2H8N3OS
Source: the OMol25 dataset
Level of theory: ωB97M-V/def2-TZVPD

As for the total charge: +1. The LUMO energy (spin up / spin down) comes out at -6.070 / -6.068 eV. For the total energy, the calculation gives -19544.051 eV. The calculation puts the energy above the lowest of the compared OMol25 structures with the same formula, charge and spin at 128.40 kcal/mol. The value obtained for the orbital gap (spin up / spin down) is 7.1 / 7.1 eV. The HOMO energy (spin up / spin down) comes out at -13.14 / -13.14 eV.

Geometry as XYZ:
```
15
C2H8N3OS (ωB97M-V/def2-TZVPD)
S -2.649 0.472 3.772
O -1.666 -0.672 2.792
N 1.347 0.049 -1.847
N -0.808 -0.437 0.058
N -2.014 -1.287 1.724
C 1.260 0.773 -0.557
C 0.103 0.330 0.312
H 0.079 0.768 1.339
H -1.893 0.722 4.882
H -3.026 -0.939 1.426
H 2.075 -0.623 -2.031
H 1.331 0.721 -2.605
H 2.113 0.487 -0.021
H -0.888 -0.871 -0.844
H 1.204 1.863 -0.727
```